[1]
Below is 9 unconnected molecules or ions with the total composition ClH16O8, with properties calculated with the ωB97M-V functional and the def2-TZVPD basis.

```
25
ClH16O8, DFT the ωB97M-V functional and the def2-TZVPD basis
Cl -20.13300 18.06553 15.26506
O -21.77516 22.22204 12.06499
H -21.15375 21.71942 12.59172
H -21.28119 22.47128 11.28391
O -22.28984 19.64774 19.81427
H -21.55773 19.38505 19.25637
H -22.84450 20.18255 19.24634
O -18.29274 15.48546 10.92887
H -18.83905 16.13823 11.36667
H -18.90870 14.96154 10.41668
O -25.86466 19.47005 16.64679
H -25.25736 18.86275 16.22419
H -26.69097 19.34719 16.17950
O -23.08223 13.99059 13.09998
H -22.59797 14.80746 13.22025
H -22.43402 13.30279 13.25165
O -16.48331 14.12373 17.34310
H -17.10155 14.55651 16.75429
H -16.96608 13.37259 17.68803
O -14.79422 19.75366 13.59479
H -14.92752 20.70021 13.64471
H -15.66275 19.38069 13.74571
O -17.95528 22.01972 17.73903
H -18.28531 21.20290 17.36471
H -17.87172 22.61028 16.99036
```

- Spin multiplicity: 1
- Kohn-Sham gap: 7.24 eV
- E: -1071.76675 Ha
- Total charge: -1
- LUMO: 2.740 eV

***

[2]
Below is 10 unconnected molecules or ions with the total composition ClH18O9 in a non-equilibrium geometry, with properties calculated with the ωB97M-V functional and the def2-TZVPD basis.

```
28
ClH18O9, DFT the ωB97M-V functional and the def2-TZVPD basis
Cl -0.33839 0.05513 0.16701
O 0.93765 -2.67856 1.34916
H 0.61299 -1.90272 0.89212
H 1.89022 -2.61876 1.27663
O -3.54511 -0.53504 0.55055
H -3.89575 0.24623 0.97822
H -2.59557 -0.44982 0.63623
O -2.58057 0.07947 -2.21622
H -1.86203 0.30671 -1.62605
H -3.27957 -0.22466 -1.63730
O 0.51814 0.04832 -3.18629
H 1.09217 0.78207 -3.40613
H 0.23924 0.22276 -2.28739
O 1.25074 -0.59113 3.34791
H 0.97041 0.16417 2.83105
H 0.91876 -1.34845 2.86574
O -0.33168 2.88341 -1.79455
H 0.58232 2.63344 -1.65907
H -0.82093 2.35555 -1.16350
O -0.31532 2.59286 2.54962
H -0.10030 3.51373 2.69793
H -0.14540 2.45377 1.61795
O 2.80159 -0.72628 0.88235
H 2.01338 -0.24740 0.62614
H 2.78232 -0.72569 1.83935
O 1.19244 -2.45154 -1.94060
H 1.16060 -2.07395 -2.81960
H 0.84766 -1.76362 -1.37128
```

- Expectation value of S²: 0.75
- Spin multiplicity: 2
- Kohn-Sham gap (spin up / spin down): 11.00 / 4.30 eV
- E: -1148.02743 Ha
- Total charge: 0
- LUMO (spin up / spin down): -0.479 / -7.061 eV

***

[3]
Below is 15 unconnected molecules or ions with the total composition ClH28O18 in a non-equilibrium geometry, with properties calculated with the ωB97M-V functional and the def2-TZVPD basis.

```
47
ClH28O18, DFT the ωB97M-V functional and the def2-TZVPD basis
Cl -14.22500 -1.07400 21.63600
O -14.68500 -1.97100 22.71000
O -13.95800 0.27800 22.20900
O -12.99600 -1.61700 21.05100
O -15.34200 -0.95300 20.65400
O -11.46600 0.86800 24.27500
H -11.36400 0.44800 23.45000
H -11.82800 1.73000 24.05100
O -11.02600 0.03800 19.20700
H -11.99000 0.36600 19.35300
H -10.82400 0.21500 18.28600
O -10.44400 -0.79800 22.20100
H -10.98200 -0.79800 21.42100
H -10.76200 -1.48900 22.77000
O -12.77400 3.19000 22.08200
H -12.15500 2.69400 21.53900
H -13.59000 2.65900 21.97000
O -13.70500 -1.80300 18.21800
H -13.04800 -1.93100 18.94700
H -14.05200 -0.92900 18.34000
O -12.56700 -1.62400 24.70700
H -13.13200 -1.88500 23.96700
H -12.41200 -0.70300 24.65200
O -15.33900 2.26500 21.04400
H -16.10200 2.59200 20.51000
H -15.56400 1.34000 21.24300
O -15.70800 -0.08400 17.83500
H -15.42100 0.47900 17.11500
H -15.32000 0.26300 18.62100
O -10.94900 -2.67100 19.29800
H -10.26300 -3.02100 19.85100
H -10.73100 -1.74200 19.40500
O -15.35900 -3.81700 20.83300
H -15.35500 -3.08300 21.45700
H -16.04500 -3.56200 20.23200
O -13.54600 -5.31200 22.13000
H -12.88200 -5.66600 21.51800
H -14.03600 -4.63500 21.69500
O -16.53900 -3.16700 18.49400
H -17.31100 -2.71400 18.83800
H -15.84100 -2.63000 18.82400
O -13.51600 1.30000 19.32700
H -14.13300 1.77100 19.86500
H -13.14200 1.98200 18.83000
O -17.69700 0.51900 20.13700
H -16.87800 0.00100 20.25000
H -17.89900 0.39300 19.20800
```

- Spin multiplicity: 1
- Kohn-Sham gap: 9.62 eV
- E: -1831.16085 Ha
- Total charge: -1
- LUMO: 1.952 eV

***

[4]
Below is 15 unconnected molecules or ions with the total composition ClH28O18 in a non-equilibrium geometry, with properties calculated with the ωB97M-V functional and the def2-TZVPD basis.

```
47
ClH28O18, DFT the ωB97M-V functional and the def2-TZVPD basis
Cl -18.10500 8.83300 -35.03500
O -17.40200 8.79000 -33.70600
O -18.49200 7.43600 -35.46800
O -19.34200 9.69000 -34.94500
O -17.12300 9.50800 -35.97300
O -20.63600 9.11100 -32.53400
H -20.08300 9.49300 -33.18800
H -20.21400 8.45400 -32.01400
O -19.02000 6.02400 -33.07000
H -19.77400 6.41600 -33.52700
H -19.28100 5.08100 -32.97800
O -14.28000 9.94100 -36.11100
H -13.86900 10.50900 -35.43900
H -15.00700 9.55500 -35.67400
O -17.60500 10.33000 -31.24800
H -18.03400 9.87400 -30.52000
H -17.68300 9.70600 -31.97400
O -21.12000 7.02600 -34.15900
H -20.81700 7.90100 -34.03500
H -21.60400 6.74700 -33.38200
O -15.13200 7.81300 -34.64200
H -16.06900 7.89600 -34.84800
H -15.21000 7.32400 -33.77700
O -15.59900 12.38100 -35.53200
H -15.58400 11.70600 -36.23100
H -14.84800 12.93900 -35.76500
O -17.96900 11.57900 -33.75400
H -18.72600 11.89500 -33.25300
H -18.40200 10.93300 -34.35400
O -15.22800 8.41100 -31.74800
H -15.86500 7.80000 -31.41900
H -14.40100 7.91600 -31.87700
O -15.28300 10.87300 -33.03400
H -15.44400 9.91300 -32.80300
H -14.36900 11.00400 -32.78400
O -16.19800 5.93900 -36.61700
H -15.29700 6.19600 -36.83400
H -16.74000 6.69900 -36.39300
O -19.06200 4.86100 -35.85300
H -19.75500 4.82500 -35.25300
H -18.75600 5.77300 -35.95000
O -17.18400 6.70600 -30.98100
H -17.78300 6.65100 -31.72300
H -17.60100 6.34700 -30.22100
O -16.61400 5.51000 -34.01000
H -17.51900 5.52400 -33.70300
H -16.64300 5.30400 -34.92400
```

- Spin multiplicity: 1
- Kohn-Sham gap: 8.60 eV
- E: -1831.07204 Ha
- Total charge: -1
- LUMO: 2.071 eV

***

[5]
Below is 2 unconnected molecules or ions with the total composition ClH2NO2P in a non-equilibrium geometry, with properties calculated with the ωB97M-V functional and the def2-TZVPD basis.

```
7
ClH2NO2P, DFT the ωB97M-V functional and the def2-TZVPD basis
N 1.80984 0.56921 0.34712
O -1.57035 -0.86176 1.03834
O -1.09524 -0.88180 -1.52588
P -1.03948 -0.23084 -0.17614
Cl -1.86267 1.67935 -0.31034
H 1.92692 0.00528 -0.45477
H 1.83098 -0.27944 1.08166
```

- Spin multiplicity: 1
- Kohn-Sham gap (spin up / spin down): 9.19 / 6.87 eV
- E: -1008.04817 Ha
- Total charge: -1
- LUMO (spin up / spin down): 3.404 / 3.283 eV

***

[6]
Below is 2 unconnected molecules or ions with the total composition ClH2NOS2 in a non-equilibrium geometry, with properties calculated with the ωB97M-V functional and the def2-TZVPD basis.

```
7
ClH2NOS2, DFT the ωB97M-V functional and the def2-TZVPD basis
N -0.68413 -0.17460 -0.20130
O -0.00262 1.45965 1.56894
S 0.96043 1.93960 -1.20512
S 0.59855 0.69503 0.47954
Cl 0.89082 -2.57847 -0.40290
H -0.51841 -1.01209 -0.84057
H -1.24464 -0.32912 0.60142
```

- Spin multiplicity: 1
- Kohn-Sham gap (spin up / spin down): 6.79 / 5.37 eV
- E: -1387.61779 Ha
- Total charge: 0
- LUMO (spin up / spin down): -3.012 / -4.369 eV

***

[7]
Below is 2 unconnected molecules or ions with the total composition ClH2NOS2 in a non-equilibrium geometry, with properties calculated with the ωB97M-V functional and the def2-TZVPD basis.

```
7
ClH2NOS2, DFT the ωB97M-V functional and the def2-TZVPD basis
N -2.51963 -0.68548 1.00743
O -1.68714 -0.04606 -1.12951
S 2.76257 0.75703 -0.20157
S -2.12393 0.46258 0.13189
Cl 3.28178 -1.22443 -0.40962
H 2.84690 1.06410 -1.40754
H -2.56054 -0.32774 2.00892
```

- Spin multiplicity: 1
- Kohn-Sham gap: 9.04 eV
- E: -1387.69831 Ha
- Total charge: 0
- LUMO: -0.566 eV

***

[8]
Below is ClH2NOS2 in the gas phase in a non-equilibrium geometry, with properties calculated with the ωB97M-V functional and the def2-TZVPD basis.

```
7
ClH2NOS2, DFT the ωB97M-V functional and the def2-TZVPD basis
N -0.16096 0.08154 -0.47219
O 0.54663 2.32503 -1.42634
S 0.55516 -0.00095 -3.06679
S 0.87254 0.93808 -1.46343
Cl 2.74425 0.69043 -0.70870
H -0.27808 -0.78815 -0.93433
H -0.41124 0.07097 0.49006
```

- Spin multiplicity: 1
- SMILES string: N[S@](=O)(=S)Cl
- Kohn-Sham gap: 9.34 eV
- E: -1387.71021 Ha
- Total charge: 0
- LUMO: -0.447 eV

***

ΔE to the lowest compared entry with this formula, charge and spin (kJ/mol)
235.9 12.2 1.4 234.5 337.6 268.1 56.7 25.5